Arrangement 1

ORCA calculation (ωB97M-V with the def2-TZVPD basis set) on a structure of composition C28H51N7O6PSr.

## Properties
Kohn-Sham gap ... 9.481 eV

```
! RIJCOSX wB97M-V def2-TZVPD def2/J DEFGRID3
* xyz 1 1
Sr 0.163 0.053 0.586
P -2.178 -0.872 -1.226
O 1.719 -1.257 -0.134
O 2.053 2.342 -1.304
O -1.009 1.963 0.210
O -1.421 -1.208 0.009
O 3.468 -2.581 0.234
O 1.534 1.670 0.752
N 5.458 0.286 0.524
N -3.320 0.279 -0.853
N 1.482 -1.002 2.581
N -2.973 -2.148 -1.975
N -1.246 -0.168 -2.415
N 6.252 -1.380 -0.871
N 4.922 0.305 -1.711
C -2.078 -3.212 -2.463
C 5.500 -0.285 -0.680
C -4.316 0.754 -1.834
C 2.676 -1.705 0.574
C -0.044 4.198 0.424
C 0.409 0.924 5.055
C -1.884 -4.170 -1.275
C 0.218 -0.360 -2.464
C -0.554 -0.156 -4.710
C -0.123 2.921 -0.414
C 5.381 -1.543 2.331
C -0.704 2.597 3.737
C 0.625 0.222 -3.810
C 1.277 2.257 -0.338
C -4.877 1.507 0.385
C 6.039 -0.281 1.740
C 0.399 2.183 4.470
C -0.586 3.213 -1.829
C -3.943 -2.871 -1.138
C -1.790 1.748 3.575
C -3.893 0.351 0.504
C -3.135 -3.950 -0.394
C -1.771 -0.015 -3.792
C -5.502 1.233 -0.987
C 2.817 -0.957 1.944
C -0.677 0.073 4.895
C 3.939 -1.424 2.883
C -1.775 0.483 4.151
H 4.267 1.106 -1.637
H -0.686 -0.893 5.385
H 6.023 0.508 2.491
H -0.803 2.284 -2.354
H 3.959 -0.729 3.729
H -2.580 -3.719 -3.291
H -1.140 -2.795 -2.829
H -0.739 3.599 3.330
H -3.722 -4.858 -0.268
H 3.670 -2.417 3.252
H 5.384 -2.345 1.600
H 1.233 2.856 4.617
H -2.845 -3.589 0.592
H -1.787 -5.201 -1.609
H -6.245 0.440 -0.894
H -5.986 2.103 -1.425
H 0.506 4.963 -0.124
H 1.245 0.625 5.676
H -3.886 1.582 -2.405
H -0.637 0.488 -5.584
H 0.712 0.164 -1.651
H 1.267 -1.968 2.817
H -4.466 -2.189 -0.470
H -1.904 2.123 -0.117
H 6.422 -1.972 -0.076
H -4.678 -3.330 -1.805
H 4.926 1.138 0.598
H 0.187 3.749 -2.375
H 2.959 0.092 1.692
H -4.604 -0.028 -2.539
H 7.086 -0.505 1.520
H 1.519 -0.484 3.452
H 1.566 -0.194 -4.166
H -0.985 -3.901 -0.722
H -2.673 2.094 3.051
H -4.354 2.467 0.385
H 0.472 3.990 1.360
H -2.539 -0.756 -4.009
H 0.734 1.305 -3.740
H 6.014 -1.851 3.167
H 4.949 -0.150 -2.606
H -3.108 0.496 1.246
H -2.643 -0.160 4.072
H 6.125 -1.879 -1.734
H -5.607 1.505 1.192
H 0.505 -1.413 -2.397
H -0.447 -1.186 -5.054
H -4.443 -0.556 0.777
H -1.046 4.572 0.638
H -2.214 0.979 -3.898
H -1.492 3.824 -1.806
*
```



Arrangement 2

ORCA calculation (ωB97M-V with the def2-TZVPD basis set) on a structure of composition C28H51N7O6PSr.

## Properties
Kohn-Sham gap ... 9.224 eV

```
! RIJCOSX wB97M-V def2-TZVPD def2/J DEFGRID3
* xyz 1 1
Sr -0.338 0.236 -0.524
P 1.354 -2.198 -0.476
O -3.529 -1.196 -1.012
O -2.387 0.630 -0.394
O -0.994 4.311 -1.377
O -0.171 2.237 -1.257
O 1.508 -0.753 -0.774
O -1.198 -0.712 1.478
N -3.506 4.676 -0.493
N -0.362 2.111 1.382
N 2.622 -3.197 -0.890
N -4.265 6.407 -1.767
N -5.508 5.718 0.054
N 1.175 -2.397 1.171
N -0.005 -2.826 -1.179
C -2.675 -2.633 1.207
C 1.859 -3.613 3.100
C -2.673 4.130 1.771
C -1.687 -3.026 -2.815
C -0.243 -4.274 -1.354
C 3.932 1.025 -0.785
C -0.317 3.457 0.781
C 3.518 1.777 -1.874
C -3.512 -0.486 2.200
C -2.878 -0.535 -0.214
C -4.423 5.575 -0.725
C 3.388 2.845 0.683
C 1.122 -3.749 1.767
C 3.927 -2.925 -0.242
C -0.531 3.331 -0.758
C -0.625 -2.074 -2.288
C 4.968 -2.970 -1.372
C 2.861 -3.499 -2.311
C -1.212 4.506 1.468
C 1.834 -1.460 2.109
C -2.560 -1.123 1.192
C 3.849 1.549 0.497
C -1.008 -4.390 -2.676
C 3.053 3.070 -1.688
C 3.008 3.610 -0.411
C -3.491 3.667 0.559
C 1.644 -2.140 3.458
C 4.139 -2.738 -2.640
H -4.511 3.422 0.863
H -3.350 0.593 2.227
H -0.845 -4.657 -0.526
H 3.593 1.368 -2.874
H -1.983 -2.792 -3.835
H 4.345 0.036 -0.940
H -1.941 -3.077 0.535
H 3.359 3.268 1.681
H -3.156 5.019 2.187
H -6.261 6.320 -0.225
H 1.390 -0.464 2.045
H 2.752 3.669 -2.537
H 4.181 0.966 1.348
H -2.719 3.357 2.542
H 5.439 -3.952 -1.410
H 0.079 -4.041 1.926
H 3.921 -1.940 0.229
H 3.023 -4.575 -2.426
H 1.484 -4.303 3.853
H -2.573 -2.966 -2.184
H -1.202 5.396 0.836
H 0.093 -1.823 -3.078
H -3.458 6.308 -2.359
H -5.696 5.059 0.786
H 5.748 -2.223 -1.235
H -0.805 -1.399 2.028
H 2.903 -1.353 1.905
H 4.128 -3.671 0.530
H -0.314 -4.555 -3.504
H -1.068 -1.145 -1.937
H 0.627 -1.983 3.832
H -3.067 2.767 0.115
H 1.578 -4.495 1.113
H 2.012 -3.208 -2.931
H -3.355 -0.901 3.196
H 3.911 -1.675 -2.752
H 2.925 -3.797 2.958
H 2.346 -1.774 4.204
H -0.744 4.780 2.417
H 0.148 2.115 2.258
H -3.663 -2.927 0.859
H -2.607 4.689 -1.031
H 4.627 -3.097 -3.544
H -1.722 -5.210 -2.659
H 2.699 4.639 -0.278
H 0.694 -4.831 -1.366
H -2.523 -3.023 2.218
H -4.944 7.110 -1.989
H 0.710 3.810 0.859
H -4.542 -0.674 1.893
H -1.328 1.887 1.596
*
```



Name the most stable of them. arrangement 1.



Arrangement 1

ORCA calculation (ωB97M-V with the def2-TZVPD basis set) on a cluster of 2 separate species, Br2H3N2P in total.

## Properties
Kohn-Sham gap ... 9.583 eV

```
! RIJCOSX wB97M-V def2-TZVPD def2/J DEFGRID3
* xyz 0 1
Br 2.522 1.475 0.275
Br 5.040 -0.730 -0.197
P 2.874 -0.680 0.175
N -1.272 1.708 -0.364
N -0.813 0.620 -0.806
H -0.470 2.438 -0.567
H 3.000 -0.872 1.448
H -1.555 -0.240 -0.785
*
```



Arrangement 2

ORCA calculation (ωB97M-V with the def2-TZVPD basis set) on an isolated molecule of Br2H3N2P.

## Properties
Kohn-Sham gap ... 8.676 eV

```
! RIJCOSX wB97M-V def2-TZVPD def2/J DEFGRID3
* xyz 0 1
Br 3.734 -1.212 0.252
Br 2.584 1.904 0.069
P 2.597 0.031 -1.098
N 0.770 -0.671 -0.402
N 0.498 -0.028 0.818
H 0.326 -0.083 -1.078
H 0.877 -0.597 1.550
H -0.459 0.214 0.932
*
```



Name the most stable of them. arrangement 2.



Arrangement 1

ORCA calculation (ωB97M-V with the def2-TZVPD basis set) on a cluster of 2 separate species, C3H13N3O in total.

## Properties
Kohn-Sham gap ... 9.516 eV

```
! RIJCOSX wB97M-V def2-TZVPD def2/J DEFGRID3
* xyz 0 1
O -0.261 -1.869 1.544
N 1.823 1.683 -0.699
N 0.390 0.830 0.997
N 1.428 -0.595 -0.512
C 0.897 0.680 -0.338
C -1.645 -1.966 1.260
C -0.694 0.922 -1.336
H 1.111 1.238 1.585
H -1.862 -3.019 1.081
H -0.392 1.499 0.837
H -1.918 -1.386 0.370
H -1.090 -0.076 -1.523
H -1.498 1.555 -0.953
H 0.948 -1.314 0.029
H -0.424 1.340 -2.312
H 1.558 -0.864 -1.478
H -2.254 -1.625 2.105
H 1.389 2.533 -1.026
H 2.546 1.360 -1.328
H -0.052 -0.926 1.695
*
```



Arrangement 2

ORCA calculation (ωB97M-V with the def2-TZVPD basis set) on a cluster of 2 separate species, C3H13N3O in total.

## Properties
Kohn-Sham gap ... 9.327 eV

```
! RIJCOSX wB97M-V def2-TZVPD def2/J DEFGRID3
* xyz 0 1
O 0.269 1.737 3.236
N -1.780 1.645 -2.239
N 1.325 -2.437 -0.404
N -0.433 -0.010 -0.962
C 0.290 -1.792 0.435
C 0.284 -0.228 0.229
C -0.991 1.354 -1.076
H 1.050 1.213 3.095
H -1.317 1.164 -3.116
H 0.606 2.602 2.999
H 1.376 -3.476 -0.340
H 0.707 -1.923 1.476
H 0.266 -0.134 -1.652
H -0.593 -2.194 0.117
H 1.299 0.134 0.179
H -2.593 1.072 -2.073
H -0.140 1.955 -0.732
H 2.293 -2.322 0.028
H -0.202 0.357 1.022
H -1.716 1.283 -0.223
*
```



Name the most stable of them. arrangement 1.



Arrangement 1

ORCA calculation (ωB97M-V with the def2-TZVPD basis set) on a cluster of 2 separate species, C16H15BClF3O in total.

## Properties
Kohn-Sham gap ... 4.422 eV

```
! RIJCOSX wB97M-V def2-TZVPD def2/J DEFGRID3
* xyz 0 1
Cl 3.661 4.172 -2.349
F 0.202 -0.535 0.049
F 0.885 0.344 5.008
F 0.773 2.377 3.863
O -1.873 0.065 0.682
C 3.360 1.637 -1.419
C -3.965 0.501 1.916
C 3.753 -1.069 3.492
C 3.149 3.019 -1.195
C 2.558 3.464 -0.008
C 2.206 2.539 0.964
C -1.403 -2.052 1.163
C 3.095 -0.981 2.061
C -2.647 -1.700 1.726
C 2.819 1.187 3.398
C 2.497 1.135 0.853
C 2.374 0.347 2.018
C 3.007 0.715 -0.434
C 3.758 0.296 4.031
C -0.937 -0.871 0.586
C -2.870 -0.403 1.527
B 1.518 1.375 4.320
H 1.791 2.909 1.887
H -4.974 0.026 2.029
H -3.290 -2.423 2.171
H 3.242 2.211 3.303
H 2.407 -1.815 1.860
H 3.945 -1.109 1.360
H -4.049 1.244 1.128
H 4.757 -1.525 3.414
H 3.845 1.312 -2.338
H 3.142 -1.724 4.138
H -0.737 -2.836 1.431
H 2.428 4.526 0.198
H -3.775 1.034 2.861
H 4.479 0.610 4.780
H 3.248 -0.342 -0.584
*
```



Arrangement 2

ORCA calculation (ωB97M-V with the def2-TZVPD basis set) on an isolated molecule of C16H15BClF3O.

## Properties
Kohn-Sham gap ... 4.826 eV

```
! RIJCOSX wB97M-V def2-TZVPD def2/J DEFGRID3
* xyz 0 1
Cl 2.489 3.475 -3.903
F -0.757 -1.015 -1.984
F 0.872 0.714 4.597
F 0.727 2.727 3.297
O -2.118 -0.001 -0.539
C 0.764 0.656 -0.826
C -0.986 -0.986 -0.615
C 1.868 2.445 -2.728
C 1.050 0.593 2.069
C 1.489 0.212 -1.940
C 1.973 -0.362 2.194
C 0.167 -0.513 0.003
C 0.541 2.052 -0.719
C 2.027 1.069 -2.875
C -1.704 -2.320 -0.323
C 2.052 -1.687 1.596
C -3.180 -0.673 -0.054
C 1.123 2.933 -1.651
C 1.166 -1.698 0.339
C -4.448 -0.001 0.025
C -2.960 -2.039 0.117
B 0.944 1.392 3.382
H -1.300 -3.342 -0.544
H -3.791 -2.698 0.412
H 2.582 0.646 -3.687
H 1.415 1.390 1.333
H 1.798 -1.756 -0.562
H -5.159 -0.814 -0.026
H -4.647 0.478 0.949
H 0.482 -2.543 0.389
H -0.043 2.459 0.124
H -4.642 0.710 -0.779
H 3.059 -2.047 1.312
H 1.614 -0.859 -2.068
H 1.713 -2.471 2.304
H 1.047 4.011 -1.512
H 2.775 -0.138 2.890
*
```



Name the most stable of them. arrangement 1.



Arrangement 1

ORCA calculation (ωB97M-V with the def2-TZVPD basis set) on a cluster of 2 separate species, H2N5O2 in total.

## Properties
Kohn-Sham gap (spin up / spin down) ... 6.751 / 6.592 eV

```
! RIJCOSX wB97M-V def2-TZVPD def2/J DEFGRID3
* xyz -1 1
O -3.588 0.411 -0.545
O -2.182 -1.822 0.165
N -0.417 0.994 0.533
N -1.805 -0.673 0.283
N -1.590 1.468 0.268
N -2.406 0.459 -0.028
N -0.624 -0.278 0.876
H 0.215 -1.025 0.878
H 0.427 0.837 -1.058
*
```



Arrangement 2

ORCA calculation (ωB97M-V with the def2-TZVPD basis set) on a cluster of 2 separate species, H2N5O2 in total.

## Properties
Kohn-Sham gap ... 4.995 eV

```
! RIJCOSX wB97M-V def2-TZVPD def2/J DEFGRID3
* xyz -1 1
O 0.765 2.771 1.163
O -1.464 -4.408 -1.982
N -1.120 -3.430 -1.263
N -0.692 -3.320 -0.116
N -0.363 -2.670 0.787
N -0.461 1.046 0.913
N 0.073 2.116 0.313
H 0.151 0.749 1.766
H -0.908 0.261 0.398
*
```



Name the most stable of them. arrangement 2.